Computed, not measured: C17H18BCuF5N3O3 as an isolated structure, with ωB97M-V/def2-TZVPD.

Positions of all 48 atoms, in Å:
Cu: -1.585 -2.657 -2.786
F: -2.244 3.058 -0.862
C: -1.273 2.124 -1.024
C: -1.187 1.431 -2.191
C: -0.176 0.484 -2.372
C: -0.310 -0.480 -3.476
O: -1.286 -0.452 -4.227
C: 0.730 -1.488 -3.514
C: 1.758 -1.429 -2.639
N: 1.841 -0.557 -1.591
C: 2.939 -0.624 -0.660
C: 2.738 -1.221 0.708
C: 3.553 -1.946 -0.322
C: 0.810 0.344 -1.392
C: 0.670 1.023 -0.176
C: -0.421 1.843 0.057
N: -0.763 2.236 1.353
C: 0.200 2.299 2.414
C: 0.043 1.052 3.318
N: -1.317 0.480 3.071
C: -2.350 1.561 3.060
C: -2.137 2.389 1.774
C: 0.607 -2.748 -4.361
O: 1.544 -3.119 -5.044
O: -0.515 -3.367 -4.185
H: -1.922 1.560 -2.975
H: 2.569 -2.138 -2.725
H: 3.613 0.223 -0.730
H: 1.758 -1.628 0.912
H: 3.251 -0.750 1.538
H: 3.114 -2.837 -0.745
H: 4.628 -1.974 -0.217
H: 1.335 0.775 0.634
H: 0.062 3.213 2.999
H: 1.206 2.325 2.008
H: 0.109 1.298 4.377
H: 0.771 0.277 3.085
H: -1.537 -0.232 3.764
H: -1.376 0.005 2.137
H: -2.223 2.146 3.971
H: -3.330 1.090 3.071
H: -2.410 3.432 1.961
H: -2.790 1.995 1.002
F: -1.909 -0.516 0.764
B: -1.730 -1.849 0.209
F: -2.309 -1.808 -1.098
F: -0.371 -2.095 0.115
F: -2.380 -2.751 1.007

- maximum force (Eh/bohr) = 0.0177
- HOMO-LUMO gap (eV) = 7.069
- energy above the lowest of the compared OMol25 structures with the same formula, charge and spin (kJ/mol) = 0.0
- total energy (Ha) = -3213.4685